Here is C26H39IrN9O3PS as an isolated structure at a distorted geometry from OMol25. Energies are from the ωB97M-V functional and the def2-TZVPD basis.

Geometry as XYZ:
```
80
Properties=species:S:1:pos:R:3:lowdin_charge:R:1
Ir 13.16932 12.44781 6.94427 1.4037
N 14.20409 11.77040 11.18259 0.2377
C 14.36933 11.94912 9.85704 -0.4760
O 13.68308 12.69837 9.15641 -0.0781
C 15.47253 11.14220 9.29185 -0.1182
C 16.10167 11.43801 8.13236 -0.1867
N 15.67988 12.40059 7.26142 0.0356
C 15.79460 9.93811 9.95393 -0.2004
N 16.05220 8.89671 10.37931 0.2483
H 13.49376 12.26757 11.71712 0.1501
H 14.89165 11.28674 11.77431 0.1439
C 17.10669 10.40711 7.56409 -0.0576
N 18.03923 10.75155 6.52016 -0.0034
C 17.54949 10.99969 5.05213 -0.0204
N 17.55322 12.41226 4.70273 -0.0689
C 16.45420 13.25500 5.22956 -0.0872
N 16.58351 13.11134 6.65278 -0.0824
C 17.92673 13.38098 7.27464 0.0021
N 19.00530 12.68929 6.52810 0.0237
C 19.31725 11.28389 6.86881 -0.0628
C 18.84626 12.94204 5.10627 -0.1095
H 17.67200 9.88864 8.35254 0.1414
H 16.51370 9.54855 7.12506 0.1702
H 16.53929 10.51740 4.91140 0.1472
H 18.32929 10.51922 4.45789 0.1480
H 15.43875 12.89031 4.95926 0.1305
H 16.57129 14.23930 4.84593 0.1349
H 17.95941 13.10475 8.31192 0.1459
H 18.20232 14.42242 7.23481 0.1521
H 19.49721 11.14882 7.91934 0.1508
H 20.14097 10.89700 6.25427 0.1675
H 19.66457 12.46213 4.58342 0.1534
H 18.94271 13.98199 4.91807 0.1458
O 11.28350 13.16412 5.90958 -0.0755
C 10.20491 13.15572 6.49651 -0.4771
C 8.93131 13.74094 5.94391 -0.0712
C 7.78571 12.71305 6.10511 -0.1526
C 8.13461 11.20735 5.87192 -0.1743
C 8.66601 10.51301 7.09277 -0.1592
C 10.08313 10.99582 7.56152 -0.1463
N 10.15504 12.50684 7.72527 0.0692
H 9.07766 13.99130 4.89204 0.1356
H 8.71437 14.63615 6.53693 0.1401
H 6.98252 12.97698 5.42364 0.1177
H 7.26651 12.81957 7.10153 0.1347
H 8.84926 11.11103 5.09363 0.1069
H 7.23081 10.68358 5.54862 0.1304
H 8.72124 9.42372 6.93614 0.1328
H 8.00011 10.69377 7.89765 0.1053
H 10.77453 10.82536 6.77252 0.0705
H 10.40718 10.45848 8.46103 0.1004
H 9.31914 12.73453 8.26982 0.1406
C 12.01217 15.78359 8.20751 -0.1353
P 13.22071 15.90344 6.89738 0.5782
C 14.34998 17.18442 7.38879 -0.1639
C 12.50047 16.31034 5.31856 -0.1320
O 13.93780 14.56763 6.74202 -0.4979
H 11.56635 16.74913 8.39366 0.0750
H 12.46905 15.48283 9.14736 0.0707
H 11.29176 15.05623 7.91956 0.0142
H 13.84796 18.14198 7.65428 0.0878
H 15.12030 17.46549 6.63452 0.0784
H 14.86772 16.80000 8.28636 0.0685
H 12.04822 17.28126 5.22561 0.0731
H 11.80812 15.50425 5.07324 0.0459
H 13.32929 16.24774 4.63191 0.0627
S 13.71575 8.30838 5.17604 1.1669
C 13.56085 9.97399 5.29961 -0.4971
N 13.20076 10.45455 6.43545 -0.1824
C 12.98672 9.41129 7.37549 -0.3103
C 12.55036 9.61852 8.66956 -0.0796
C 12.32453 8.50432 9.45556 -0.0160
C 12.62016 7.22100 8.96551 -0.0307
C 13.08951 7.04261 7.70181 -0.0481
C 13.29480 8.14366 6.85641 -0.4079
H 13.66441 10.63729 4.43633 0.1024
H 12.30583 10.60964 9.05366 0.0965
H 11.90788 8.61371 10.41886 0.1135
H 12.45985 6.28682 9.50066 0.1357
H 13.31251 6.03353 7.44251 0.1220
```

**Relative energy (zero: lowest compared OMol25 entry of this formula, charge and spin)**: 0.0 kcal per mole
**Gap between HOMO and LUMO (alpha / beta)**: 7.9 / 5.4 eV
**LUMO energy (alpha / beta)**: -0.300 / -0.410 Ha
**Total charge**: +3
**M**: 780.92 g mol⁻¹
**E_HOMO (alpha / beta)**: -0.58980 / -0.60931 hartree
**2S+1**: 6


Here is C26H39MnN6O7P4S as an isolated structure at a distorted geometry from OMol25. Energies are from the ωB97M-V functional and the def2-TZVPD basis.

Geometry as XYZ:
```
84
Properties=species:S:1:pos:R:3:lowdin_charge:R:1
Mn -0.48533 0.80060 -0.77777 0.0688
C 1.04540 3.62748 -3.58399 -0.0224
C 0.92323 2.72771 -2.39914 -0.2810
N -0.13202 2.65626 -1.66344 -0.0564
N -1.13927 3.49582 -1.98487 0.0244
C -2.28353 3.16121 -1.42317 -0.8079
N -3.37118 3.91396 -1.75160 0.0696
S -2.49606 1.90975 -0.28036 0.7464
C 1.95265 1.80691 -2.00702 -0.1895
C 3.27494 1.92631 -2.46203 0.0027
C 4.24053 1.07676 -1.97978 -0.0578
C 3.87898 0.12168 -1.03467 -0.0526
C 2.55844 0.06026 -0.64635 -0.1619
N 1.59680 0.85579 -1.11875 0.0517
H 0.06167 3.71023 -4.04281 0.0731
H 1.73683 3.21528 -4.31784 0.0754
H 1.37520 4.63304 -3.30827 0.0846
H -3.20976 4.43459 -2.60432 0.0927
H -4.20477 3.34185 -1.81764 0.0699
H 3.52430 2.69835 -3.17428 0.1080
H 5.26404 1.16127 -2.32167 0.1064
H 4.59611 -0.56431 -0.60733 0.1051
H 2.26094 -0.66971 0.09136 0.0851
C -1.64037 0.84075 2.56323 -0.2529
P -0.13025 0.92851 1.53702 0.9574
C 0.66005 -0.65258 2.11434 -0.3581
N 1.30250 -0.73883 3.25093 0.1461
C 1.90694 -1.92162 3.54648 -0.2077
C 2.62143 -2.05178 4.75781 -0.0168
C 3.25663 -3.22826 5.04486 -0.0847
C 3.20831 -4.31264 4.14173 -0.0847
C 2.52040 -4.20922 2.96497 -0.0147
C 1.85059 -3.00606 2.65217 -0.2109
N 1.14916 -2.91732 1.49247 0.1449
C 0.54718 -1.78359 1.23688 -0.3817
P -0.40677 -1.53905 -0.32385 1.0411
C 0.60878 -2.40135 -1.56569 -0.2022
C -1.85762 -2.69457 -0.13547 -0.6067
C -1.50301 -4.05337 0.47255 -0.0950
C -2.40930 -2.92225 -1.55475 -0.0875
C -2.97148 -2.07920 0.74036 -0.2801
C 0.85039 2.28867 2.33899 -0.6907
C 0.70429 2.36530 3.86278 -0.1013
C 2.32904 2.16781 1.96837 -0.0911
C 0.29946 3.58614 1.72758 -0.1002
H -1.42677 0.51648 3.58079 0.0488
H -2.34726 0.17247 2.07175 0.0085
H -2.09733 1.83027 2.57928 0.0307
H 2.64382 -1.20019 5.42525 0.1117
H 3.80737 -3.33915 5.96973 0.0997
H 3.72294 -5.23013 4.39527 0.0998
H 2.45773 -5.02059 2.25186 0.1134
H 0.76171 -3.45074 -1.31885 0.0448
H 1.57170 -1.91367 -1.67523 0.0304
H 0.10041 -2.28740 -2.52705 0.0427
H -0.80833 -4.61469 -0.15091 0.0739
H -2.41753 -4.64950 0.55324 0.0865
H -1.07165 -3.96505 1.46775 0.0613
H -1.75941 -3.56352 -2.14792 0.0836
H -2.56256 -1.99625 -2.10391 0.0120
H -3.38053 -3.42069 -1.47644 0.0972
H -2.66606 -2.09035 1.79450 0.1177
H -3.82165 -2.77568 0.65728 0.1242
H -3.68659 -0.63328 -0.45721 0.0151
H 1.01625 1.44730 4.34734 0.0546
H -0.32116 2.58845 4.15396 0.0701
H 1.32994 3.18309 4.23792 0.0811
H 2.77244 1.24169 2.33524 0.0694
H 2.87312 2.99926 2.42667 0.0842
H 2.47679 2.22959 0.89003 0.0638
H -0.74360 3.75427 2.00219 0.0768
H 0.35495 3.57228 0.63778 0.0569
H 0.89005 4.42828 2.10088 0.0856
O -1.73308 1.32550 -4.81544 -0.1677
P -1.32237 -0.03605 -4.06824 0.1529
O -0.33595 -0.80214 -4.85201 -0.3151
O -0.92762 0.31294 -2.63347 -0.4053
O -2.74195 -0.78996 -3.97692 -0.4210
P -4.03032 -0.14407 -3.05051 0.5959
O -5.21261 -0.94025 -3.90291 -0.2967
O -4.07101 1.29804 -3.54129 -0.4856
O -3.32695 -0.76079 0.45588 -0.1933
H -2.60858 1.55824 -4.44417 -0.0010
H -5.22285 -0.60063 -4.81011 0.0359
```

**Relative energy (zero: lowest compared OMol25 entry of this formula, charge and spin)**: 0.0 kcal per mole
**Gap between HOMO and LUMO (alpha / beta)**: 5.6 / 5.6 eV
**LUMO energy (alpha / beta)**: 0.041 / 0.041 Ha
**Total charge**: -1
**M**: 758.53 g mol⁻¹
**E_HOMO (alpha / beta)**: -0.16574 / -0.16448 hartree
**2S+1**: 2


Here is one molecule with the formula C26H39N5O3 from OMol25. Energies are from the ωB97M-V functional and the def2-TZVPD basis.

Geometry as XYZ:
```
73
Properties=species:S:1:pos:R:3:lowdin_charge:R:1
C -1.73314 3.23827 -7.07658 -0.1064
H -2.73414 3.25911 -7.50162 0.0730
C -1.79677 3.12580 -5.55808 -0.2601
H -2.31215 2.20215 -5.28532 0.1061
H -0.78203 3.08120 -5.15868 0.0953
C -2.55233 4.30777 -4.94946 -0.2169
N -2.64687 4.22367 -3.49813 -0.1830
C -1.38465 4.52859 -2.83231 -0.1622
H -1.44929 5.47093 -2.27286 0.1237
C -0.96495 3.41347 -1.86412 -0.1438
N -0.95125 2.13676 -2.53681 0.0725
C 0.13951 1.36310 -2.64578 -0.4760
O 1.19617 1.63373 -2.09779 0.0337
C -0.06920 0.12206 -3.50330 -0.0860
H -0.97194 -0.39562 -3.17149 0.1325
H -0.23514 0.45814 -4.53077 0.1156
C 1.12564 -0.83685 -3.47060 -0.0911
C 1.13369 -1.66788 -2.18931 -0.4714
O 0.76632 -2.82566 -2.17347 0.0633
N 1.57234 -0.96495 -1.11902 0.1368
C 1.62997 -1.35535 0.22122 -0.2069
C 1.39568 -2.64433 0.64370 0.0465
C 1.45983 -2.96821 2.00822 -0.1110
C 1.77258 -1.95769 2.95441 -0.2231
N 1.85880 -2.19148 4.27633 0.1521
C 1.63573 -3.40662 4.73352 -0.2797
N 1.65078 -3.56582 6.09738 -0.0795
C 2.01151 -4.80946 6.74139 -0.1320
H 1.73910 -5.66858 6.13271 0.1072
H 1.47043 -4.86508 7.69248 0.1296
C 3.52214 -4.82617 7.02123 -0.1888
H 3.80619 -5.71978 7.58009 0.1248
O 3.90468 -3.72741 7.81442 -0.1354
C 3.55794 -2.50445 7.19474 -0.1833
H 3.86597 -1.71864 7.88565 0.1243
C 2.05436 -2.43527 6.91255 -0.1379
H 1.81148 -1.52094 6.37442 0.1109
H 1.49987 -2.48388 7.85509 0.1272
H 4.10441 -2.39482 6.24635 0.1262
H 4.06478 -4.80627 6.06215 0.1299
C 1.30157 -4.48088 3.86429 0.0442
C 1.21383 -4.27667 2.51678 -0.2025
C 0.85854 -5.39735 1.59130 -0.0372
H 0.68420 -6.31581 2.14709 0.0763
H -0.03999 -5.15267 1.02728 0.0913
H 1.66297 -5.56767 0.87721 0.0918
H 1.09268 -5.46120 4.26407 0.1004
C 2.01576 -0.64686 2.49342 -0.0092
C 1.94668 -0.35448 1.16244 -0.0113
H 2.12887 0.65113 0.80933 0.1126
H 2.25608 0.11073 3.22306 0.1096
H 1.15524 -3.40108 -0.08267 0.0951
H 1.77755 0.01855 -1.28735 0.1047
H 1.05665 -1.52916 -4.31008 0.1204
H 2.05140 -0.26483 -3.55051 0.1216
H -1.78711 1.92680 -3.06109 0.1182
H -1.65291 3.35994 -1.01650 0.1100
H 0.04416 3.59947 -1.49058 0.1223
H -0.59475 4.64509 -3.57918 0.1211
C -3.76322 5.00044 -2.97861 -0.2204
C -4.16229 4.61082 -1.55553 -0.2414
C -4.63324 3.16475 -1.47131 -0.1019
H -3.85721 2.49318 -1.82675 0.0516
H -4.87940 2.90206 -0.44523 0.0723
H -5.51870 3.01891 -2.08566 0.0741
H -3.32706 4.77305 -0.87348 0.0907
H -4.97101 5.27514 -1.24287 0.1087
H -4.62346 4.82057 -3.62820 0.1158
H -3.54270 6.08309 -3.00645 0.1224
H -3.56695 4.30031 -5.35456 0.1196
H -2.07585 5.24977 -5.27179 0.1292
H -1.19834 2.39130 -7.49945 0.0694
H -1.21803 4.15000 -7.37096 0.0735
```

**Relative energy (zero: lowest compared OMol25 entry of this formula, charge and spin)**: 6.5 kcal per mole
**Gap between HOMO and LUMO**: 7.8 eV
**LUMO energy**: 0.024 Ha
**SMILES string**: CCCN(CCC)CCNC(=O)CCC(=O)Nc1ccc2nc(N3CCOCC3)cc(C)c2c1
**M**: 469.63 g mol⁻¹
**E_HOMO**: -0.26240 hartree
**2S+1**: 1